Entry 1:
This record from the OMol25 dataset describes a structure of composition C28H28N2PtSi at a distorted geometry. The level of theory is ωB97M-V/def2-TZVPD.

Geometry (Å):
Pt1 1.53828 0.60128 0.27178
Si1 -3.00368 -1.40094 -1.08729
N1 3.04761 0.55465 -1.19615
N2 1.95772 2.62397 -0.11711
C1 4.65699 1.77331 -2.49075
C2 1.74936 4.92056 0.45289
C3 -5.22038 0.34966 1.93092
C4 1.95066 -0.25999 2.21629
C5 -4.33084 -0.50958 -0.15877
C6 -5.41607 0.05200 -0.85205
C7 -4.24368 -0.37313 1.23882
C8 2.05665 1.17975 2.46357
C9 3.19199 -0.65329 1.55868
C10 1.37434 3.59391 0.61561
C11 -6.38988 0.76836 -0.14939
C12 -2.81845 -3.10140 -0.37107
C13 -3.90438 -3.78699 0.21989
C14 -3.71168 -5.03849 0.81644
C15 3.60330 -0.61625 -1.57293
C16 -1.58467 -3.76784 -0.48578
C17 -2.45008 -5.64485 0.78754
C18 -0.13379 -0.24166 -0.37819
C19 4.69009 -0.63378 -2.43551
C20 5.22381 0.57099 -2.90717
C21 4.08570 0.45755 1.62289
C22 3.35516 4.23742 -1.20774
C23 3.41253 1.56070 2.17253
C24 2.94097 2.91116 -1.01903
C25 2.75175 5.25207 -0.46935
C26 3.55410 1.74523 -1.62500
C27 -1.39525 -5.01397 0.11923
C28 -6.29125 0.92300 1.23887
H1 -4.90633 -3.34455 0.21291
H2 -0.77521 -3.30485 -1.05580
H3 -7.04614 1.49714 1.77831
H4 6.06834 0.56797 -3.59299
H5 5.15054 0.41033 1.40263
H6 1.15099 -0.91100 2.55650
H7 -3.14784 -1.49579 -2.57923
H8 0.63321 3.25538 1.34019
H9 1.31269 1.75823 3.00414
H10 5.03784 2.74361 -2.79998
H11 -0.10916 -1.33247 -0.43720
H12 -0.19980 0.21095 -1.37705
H13 3.05024 6.28831 -0.60752
H14 3.43391 -1.67474 1.27214
H15 5.10149 -1.59769 -2.72089
H16 -1.96025 -0.38065 -1.19145
H17 -3.41888 -0.83723 1.78780
H18 1.24884 5.67122 1.05798
H19 -4.54454 -5.54277 1.30877
H20 -5.13768 0.46472 3.01072
H21 3.15774 -1.51047 -1.13521
H22 -0.41893 -5.49596 0.06981
H23 3.86559 2.50355 2.47068
H24 -7.22652 1.21351 -0.68716
H25 -2.29322 -6.60892 1.27765
H26 4.14866 4.41938 -1.93141
H27 -0.93382 0.09012 0.29770
H28 -5.48872 -0.09072 -1.93474

* ΔE to the lowest compared entry with this formula, charge and spin: 71.9 kJ/mol
* multiplicity: 5
* charge: +2
* largest force on an atom: 0.038 hartree/bohr

natural (NBO) population analysis, charges in e, atoms 1 to 4: atom 1 (Pt): 1.287, atom 2 (Si): 1.161, atom 3 (N): -0.476, atom 4 (N): -0.485

Entry 2:
This record from the OMol25 dataset describes an isolated molecule of C5H4ClFO at a distorted geometry. The level of theory is ωB97M-V/def2-TZVPD.

Geometry (Å):
Cl1 -0.40275 -1.14436 1.32863
F1 -2.08880 -0.54768 -0.42741
O1 1.51188 -0.18538 -0.97129
C1 1.91298 0.77802 -0.06905
C2 0.95221 1.65784 0.22934
C3 0.12294 -0.00083 -1.20124
C4 -0.84590 -0.18130 -0.07630
C5 -0.34298 1.21976 -0.39644
H1 -1.09371 1.94892 -0.72921
H2 1.09804 2.60838 0.77052
H3 -0.15724 -0.18216 -2.24674
H4 2.90829 0.65026 0.31785

* ΔE to the lowest compared entry with this formula, charge and spin: 139.4 kJ/mol
* largest force on an atom: 0.029 hartree/bohr

natural (NBO) population analysis, charges in e, atoms 1 to 4: atom 1 (Cl): -0.018, atom 2 (F): -0.315, atom 3 (O): -0.462, atom 4 (C): 0.146

What did the second record say?
This record from the OMol25 dataset describes an isolated molecule of C5H4ClFO at a distorted geometry. The level of theory is ωB97M-V/def2-TZVPD.

Geometry (Å):
Cl1 -0.40275 -1.14436 1.32863
F1 -2.08880 -0.54768 -0.42741
O1 1.51188 -0.18538 -0.97129
C1 1.91298 0.77802 -0.06905
C2 0.95221 1.65784 0.22934
C3 0.12294 -0.00083 -1.20124
C4 -0.84590 -0.18130 -0.07630
C5 -0.34298 1.21976 -0.39644
H1 -1.09371 1.94892 -0.72921
H2 1.09804 2.60838 0.77052
H3 -0.15724 -0.18216 -2.24674
H4 2.90829 0.65026 0.31785

* ΔE to the lowest compared entry with this formula, charge and spin: 139.4 kJ/mol
* largest force on an atom: 0.029 hartree/bohr

natural (NBO) population analysis, charges in e, atoms 1 to 4: atom 1 (Cl): -0.018, atom 2 (F): -0.315, atom 3 (O): -0.462, atom 4 (C): 0.146

Question: Among the records above, which one has the highest largest force on an atom?
Answer: C28H28N2PtSi

Question: The lowest ΔE to the lowest compared entry with this formula, charge and spin belongs to which entry?
Answer: C28H28N2PtSi